# C62H115N3O10S2

11 unconnected molecules or ions with the total composition C62H115N3O10S2 (ωB97M-V/def2-TZVPD, OMol25).

Geometry as ORCA input:
```
! wB97M-V def2-TZVPD RIJCOSX def2/J DEFGRID3
* xyz 0 1
C 1.0575 0.9126 -5.3573
C 0.3318 0.6225 -6.5552
C -0.9014 0.0532 -6.3646
C -1.3831 -0.3343 -5.0780
C -0.6792 0.0445 -3.9513
C 0.5810 0.6087 -4.0873
N -2.7078 -1.0516 -4.9953
O -3.6384 -0.4802 -4.3926
O -2.7929 -2.1496 -5.5377
H 2.0867 1.2345 -5.4155
H 0.8142 0.7555 -7.5123
H -1.4239 -0.3713 -7.2090
H -1.1412 -0.2953 -3.0361
H 1.2076 0.8783 -3.2500
C 7.3290 4.7784 -1.7071
C 6.5156 5.9734 -1.8657
C 5.1305 5.8819 -2.0320
C 4.4420 4.6261 -2.1769
C 5.1605 3.4524 -1.9774
C 6.5667 3.5338 -1.8910
N 2.9940 4.6302 -2.2707
O 2.4073 5.5343 -1.7229
O 2.3848 3.7300 -2.8655
H 8.2819 4.8083 -1.1995
H 6.8205 6.9965 -1.7021
H 4.5522 6.7914 -1.9633
H 4.5327 2.6021 -2.1991
H 7.1912 2.6544 -1.8356
C -1.1457 1.5229 -0.7859
C -2.0674 0.4822 -0.4242
C -1.4941 -0.6495 0.1787
C -0.0785 -0.8110 0.3689
C 0.7363 0.2507 0.0493
C 0.2596 1.4038 -0.6390
N 0.5726 -1.9845 1.0051
O 1.7845 -2.1114 0.8973
O -0.1178 -2.7624 1.5581
H -1.4147 2.5387 -1.0354
H -3.1396 0.6095 -0.4496
H -2.0807 -1.4550 0.5950
H 1.7785 0.1549 0.3158
H 0.9981 2.1564 -0.8725
C -7.9731 3.4942 1.0512
C -6.7495 2.5427 1.6359
C -6.1772 1.3919 0.7278
C -7.1980 0.3738 0.1481
C -6.2940 -0.5314 -0.7511
C -7.1086 -1.7243 -1.3431
H -7.6184 3.8844 0.0973
H -8.2999 4.2090 1.8064
H -8.8213 2.8409 0.8462
H -5.9441 3.2319 1.8897
H -6.9053 1.9751 2.5533
H -5.3453 0.8721 1.2032
H -5.9782 1.9175 -0.2062
H -7.7232 -0.1668 0.9355
H -7.9886 0.9525 -0.3296
H -5.8465 -0.0217 -1.6043
H -5.4635 -0.9677 -0.1961
H -7.6773 -1.5866 -2.2627
H -6.4396 -2.5786 -1.2394
H -7.8987 -1.9402 -0.6239
C 4.5802 -0.8738 -0.2191
C 5.5341 -0.6188 0.8894
C 5.1481 0.4038 1.9309
C 6.2740 0.7343 2.7929
C 7.0695 1.9583 2.4689
C 7.8387 2.5114 3.5919
H 5.0068 -0.8900 -1.2220
H 3.8530 -0.0750 -0.3650
H 3.9501 -1.7518 -0.0777
H 5.6693 -1.6058 1.3317
H 6.5716 -0.3579 0.6803
H 4.3695 -0.0436 2.5488
H 4.7617 1.3341 1.5145
H 6.0037 0.8887 3.8375
H 6.9328 -0.1280 2.8954
H 7.8567 1.7034 1.7594
H 6.4408 2.7076 1.9879
H 7.1563 2.7649 4.4032
H 8.6631 1.8321 3.8089
H 8.3102 3.4789 3.4193
C 1.4974 2.2010 3.1371
C 1.2879 3.7645 2.8888
C 2.5496 4.5936 2.7165
C 2.4762 6.0401 2.4012
C 3.6997 6.4533 1.5155
C 4.9823 6.1325 2.2349
H 0.5222 1.7626 2.9251
H 1.7870 2.1380 4.1860
H 2.2344 1.8863 2.3982
H 0.6690 4.0103 2.0259
H 0.7213 4.1960 3.7139
H 3.0860 4.0347 1.9496
H 3.1157 4.5077 3.6440
H 1.5202 6.1711 1.8942
H 2.5300 6.7196 3.2518
H 3.3388 5.8330 0.6950
H 3.6195 7.4717 1.1353
H 4.8546 6.3561 3.2941
H 5.4075 5.1445 2.0583
H 5.7917 6.7940 1.9261
C -0.5158 4.2777 -7.6095
C -0.1548 4.6855 -6.1873
C -1.2786 4.0547 -5.3083
C -1.1274 4.1278 -3.8138
C -1.0712 5.4658 -3.1216
C -0.8668 5.3587 -1.6492
H 0.2934 4.5762 -8.2760
H -1.3469 4.9458 -7.8350
H -0.7890 3.2240 -7.6662
H 0.7216 4.0869 -5.9393
H 0.0898 5.7278 -5.9825
H -1.4026 2.9922 -5.5173
H -2.3127 4.3186 -5.5299
H -1.9074 3.5481 -3.3201
H -0.2518 3.5549 -3.5086
H -0.2512 6.0234 -3.5739
H -1.9973 6.0075 -3.3140
H -0.0151 4.6796 -1.6093
H -0.5655 6.3468 -1.3014
H -1.7040 4.8748 -1.1461
C -5.6951 -3.2046 3.1897
C -5.5305 -4.2556 2.0640
C -4.0903 -4.7474 1.5786
C -3.3602 -3.8988 0.4933
C -3.2597 -4.5352 -0.9244
C -2.6972 -3.4728 -1.9751
H -4.9058 -3.1952 3.9413
H -6.6713 -3.3365 3.6563
H -5.5510 -2.1698 2.8790
H -6.1005 -5.0456 2.5529
H -6.2115 -3.8656 1.3075
H -4.1958 -5.7840 1.2584
H -3.5232 -4.6935 2.5078
H -3.8794 -2.9579 0.3111
H -2.3179 -3.6657 0.7111
H -2.7398 -5.4697 -0.7134
H -4.2662 -4.8168 -1.2339
H -1.6630 -3.1707 -1.8104
H -2.7709 -3.8188 -3.0061
H -3.3051 -2.5727 -1.8837
C -1.4161 -4.8314 5.8749
C -2.2826 -3.6682 6.1237
C -1.6309 -2.3871 5.5400
C -2.7373 -1.2607 5.8309
C -2.1698 0.0080 4.9045
C -2.5049 -0.2569 3.3873
H -1.0579 -4.8098 4.8456
H -1.9007 -5.8073 5.9020
H -0.5944 -4.8871 6.5890
H -3.3025 -3.8956 5.8135
H -2.4014 -3.5872 7.2042
H -1.5506 -2.6998 4.4989
H -0.6873 -2.2428 6.0662
H -3.6722 -1.6793 5.4581
H -2.6477 -1.0303 6.8925
H -2.7657 0.8167 5.3276
H -1.1131 0.1909 5.0996
H -2.6453 0.7142 2.9125
H -1.6806 -0.8170 2.9457
H -3.4038 -0.8714 3.3384
C 1.2698 -3.3571 -3.5198
C 1.6473 -3.3044 -1.9935
C 3.0390 -3.8075 -1.8629
S 3.1947 -5.3648 -2.9372
O 2.6016 -6.5741 -2.3228
O 4.5042 -5.4416 -3.5583
C 1.9008 -4.6718 -4.1266
H 1.6551 -2.5308 -4.1172
H 0.1802 -3.3666 -3.4907
H 1.0098 -3.9691 -1.4105
H 1.6006 -2.3176 -1.5331
H 3.2669 -4.0770 -0.8317
H 3.5783 -2.9927 -2.3460
H 1.2842 -5.4508 -4.5750
H 2.5215 -4.4982 -5.0057
C 1.1292 -6.0652 2.5227
C 1.7460 -7.3795 2.0276
C 1.0013 -7.9967 0.8120
S -0.3891 -6.8987 0.4103
O -1.5928 -7.7397 0.2357
O -0.0549 -5.9654 -0.6248
C -0.3302 -6.0619 2.1618
H 1.5497 -5.2056 2.0008
H 1.3561 -6.0674 3.5888
H 1.9421 -8.1695 2.7526
H 2.7455 -7.1248 1.6750
H 0.5560 -8.9578 1.0693
H 1.5574 -7.9496 -0.1243
H -0.7952 -6.8926 2.6926
H -0.8640 -5.1170 2.2636
*
```

**Maximum force**: 0.1059 Eh/bohr
**LUMO energy**: -1.168 eV
**Kohn-Sham gap**: 8.68 eV
**E_HOMO**: -9.85 eV
**E_tot**: -112759.6146 eV
**SMILES string**: O=[N+]([O-])c1ccccc1.O=[N+]([O-])c1ccccc1.O=[N+]([O-])c1ccccc1.O=S1(=O)CCCC1.O=S1(=O)CCCC1.CCCCCC.CCCCCC.CCCCCC.CCCCCC.CCCCCC.CCCCCC